This record from OMol25 describes an isolated molecule of C2N4O in a non-equilibrium geometry. The level of theory is the ωB97M-V functional and the def2-TZVPD basis.

Results
energy = -370.1898 Eh
ΔE to the lowest compared entry with this formula, charge and spin = 464.9 kJ/mol
HOMO energy (alpha / beta) = -11.1 / -11.3 eV

Last column: natural (NBO) charge in e.
Atoms and positions in Å:
C -1.7332 0.2545 -0.1401  0.284
C 1.6799 0.2410 -0.0717  0.327
N -1.5383 -0.9645 0.2220  -0.040
N 2.7978 0.0286 0.0230  -0.212
N -1.5189 1.4098 -0.0843  -0.153
N 0.4261 0.1059 -0.0908  -0.121
O -0.1133 -1.0753 0.1420  -0.084



This record from OMol25 describes C41H64F11O25PSb as an isolated structure in a non-equilibrium geometry. The level of theory is the ωB97M-V functional and the def2-TZVPD basis.

Results
total charge = -1
energy = -5161.7297 Eh
HOMO energy = -3.7 eV

Last column: Mulliken charge in e.
Atoms and positions in Å:
C 5.7333 1.6849 1.3765  -0.751
C 6.5911 0.4964 0.9145  -0.507
O 7.7145 0.8664 0.1304  -0.316
C 7.5557 0.7130 -1.2681  -0.626
C 7.0279 2.0005 -1.9023  0.306
O 6.4706 1.8475 -3.1840  -0.530
C 5.3385 0.9934 -3.2356  -0.928
C 4.2307 1.3820 -2.2686  0.418
O 3.0168 1.0127 -2.8521  -0.314
C 1.8836 1.2722 -2.0104  -1.362
Sb 0.1274 1.3943 -3.3971  1.252
C -1.2960 1.7051 -1.7232  -1.042
C -2.6259 1.0007 -2.0132  0.000
C -3.8886 1.6124 -1.3658  -0.934
C -3.7067 2.1144 0.0682  -0.306
C -4.9783 1.9950 0.9323  -0.839
C -4.7587 1.4771 2.3627  -0.805
O -5.1150 0.1234 2.5455  -0.460
C -4.2354 -0.7381 1.8313  -0.396
P 0.5227 3.8856 -3.8831  -0.525
C -0.0612 5.0006 -2.5149  -0.919
C 0.3614 4.7335 -1.0612  -0.908
C 2.3429 4.2193 -4.0985  -0.219
C 3.0672 4.9456 -2.9614  -1.107
C -0.1511 -0.8917 -3.0997  0.053
F -0.4028 -1.2226 -1.7596  -0.305
F -1.2565 -1.3835 -3.8177  -0.149
C 0.9674 -1.8611 -3.4990  0.060
F 1.4568 -1.5728 -4.7396  -0.288
F 2.0119 -1.8082 -2.6044  -0.283
H 4.7019 1.5927 1.0381  0.322
H 6.1446 2.6282 1.0200  -0.057
H 5.7252 1.7378 2.4660  0.334
H 5.9747 -0.2347 0.3879  0.418
H 6.9909 -0.0093 1.7946  0.469
H 8.5477 0.5001 -1.6690  0.226
H 6.9239 -0.1484 -1.4894  0.377
H 7.8714 2.6822 -2.0263  0.318
H 6.3380 2.4939 -1.2092  -0.215
H 4.9392 1.0703 -4.2471  0.433
H 5.6211 -0.0548 -3.0972  0.317
H 4.3586 0.8491 -1.3103  0.192
H 4.2789 2.4547 -2.0433  -0.093
H 2.0400 2.2309 -1.5124  0.585
H 1.7951 0.4460 -1.2969  0.559
H 1.1768 1.0761 -4.7642  -0.160
H -1.2388 1.4413 -4.5134  -0.185
H -0.8356 1.3104 -0.8140  0.432
H -1.5000 2.7642 -1.5590  0.219
H -2.7969 0.9952 -3.0951  0.316
H -2.5839 -0.0397 -1.6995  -0.289
H -4.3003 2.3948 -2.0096  0.288
H -4.6274 0.7979 -1.3677  0.337
H -3.4188 3.1659 0.0547  0.473
H -2.8895 1.5572 0.5280  0.163
H -5.7225 1.3701 0.4372  0.370
H -5.4260 2.9865 1.0351  0.543
H -5.3444 2.0643 3.0692  0.369
H -3.7031 1.6264 2.6255  0.457
H -4.5510 -0.8258 0.7909  0.050
H -3.2148 -0.3434 1.8454  0.338
H -4.2124 -1.7078 2.3226  0.222
H -1.1498 4.9748 -2.5818  0.525
H 0.2273 6.0217 -2.7777  0.630
H 0.4333 3.6735 -0.8346  0.113
H -0.3851 5.1513 -0.3758  0.350
H 1.2991 5.2321 -0.8183  0.316
H 2.8705 3.2885 -4.3095  0.017
H 2.4365 4.8405 -4.9927  0.525
H 2.9406 4.4210 -2.0121  0.031
H 4.1437 4.9826 -3.1484  0.423
H 2.6859 5.9557 -2.8166  0.392
H 0.5812 -2.8900 -3.5129  0.286
C 9.6154 2.2294 2.3129  -0.071
C 9.9205 3.1783 3.4509  0.291
O 9.0557 2.7233 4.4685  -0.318
C 8.8253 1.3910 4.2582  0.697
O 8.3523 0.6589 5.0539  -0.517
O 9.2349 1.0428 3.0200  -0.318
F 9.5998 4.4612 3.1277  -0.235
H 8.7714 2.5837 1.7199  -0.016
H 10.4582 2.0305 1.6581  0.280
H 10.9475 3.1548 3.8193  0.195
C -2.8547 -3.9540 -0.8814  -0.534
C -3.2389 -4.2216 -2.3203  0.925
O -4.4346 -3.4647 -2.4551  -0.461
C -4.3598 -2.4241 -1.5780  0.746
O -5.0499 -1.4629 -1.6097  -0.560
O -3.3771 -2.6366 -0.6842  -0.199
F -3.5322 -5.5344 -2.5408  -0.384
H -3.3517 -4.6520 -0.2044  0.294
H -1.7832 -3.9673 -0.7071  0.332
H -2.5119 -3.8848 -3.0510  -0.234
C -5.5123 -1.9400 5.5867  -0.027
C -4.7118 -3.1606 5.2036  0.602
O -3.3794 -2.7244 5.4088  -0.332
C -3.4023 -1.7546 6.3702  0.722
O -2.4505 -1.3607 6.9497  -0.534
O -4.6686 -1.3320 6.5741  -0.352
F -4.8930 -3.4984 3.9014  -0.256
H -5.6235 -1.2670 4.7324  0.036
H -6.4841 -2.1837 6.0052  0.291
H -4.8984 -4.0372 5.8184  -0.148
C -7.9598 -4.9389 -2.7158  -0.411
C -6.9000 -5.6044 -1.8683  0.814
O -7.4083 -6.9227 -1.7261  -0.375
C -8.1876 -7.1881 -2.8093  0.595
O -8.5709 -8.2623 -3.1211  -0.510
O -8.4559 -6.0447 -3.4825  -0.353
F -6.7874 -5.0368 -0.6418  -0.276
H -8.7610 -4.5381 -2.0937  0.282
H -7.5702 -4.1594 -3.3639  0.251
H -5.9138 -5.6443 -2.3293  -0.025
C 6.3023 7.7120 2.5926  -0.436
C 6.7779 6.5222 3.3992  0.461
O 6.1002 5.4483 2.7805  -0.269
C 5.8616 5.7904 1.4806  0.616
O 5.5476 5.0380 0.6297  -0.452
O 6.0626 7.1222 1.3127  -0.328
F 6.4114 6.6002 4.7027  -0.316
H 5.3705 8.1078 2.9991  0.268
H 7.0368 8.5081 2.5117  0.268
H 7.8521 6.3382 3.3455  0.177
C -3.4705 -3.6335 -7.5976  -0.503
C -3.4164 -2.5768 -6.5132  0.361
O -3.1519 -3.3535 -5.3585  -0.022
C -2.4865 -4.4757 -5.7482  0.568
O -1.9042 -5.2026 -5.0178  -0.491
O -2.5785 -4.6303 -7.0889  -0.378
F -4.5997 -1.9368 -6.3647  -0.295
H -4.4753 -4.0503 -7.6804  0.276
H -3.1341 -3.2822 -8.5685  0.290
H -2.6237 -1.8364 -6.6308  0.272
C -4.4334 -6.9092 8.8469  -0.448
C -4.0301 -5.6650 9.6116  0.303
O -4.6028 -4.6343 8.8253  -0.259
C -5.6761 -5.1497 8.1701  0.672
O -6.4961 -4.5039 7.6130  -0.491
O -5.6649 -6.4987 8.2411  -0.326
F -2.6903 -5.5026 9.6672  -0.273
H -3.7028 -7.1385 8.0704  0.291
H -4.5905 -7.7804 9.4756  0.265
H -4.4336 -5.6023 10.6237  0.280



This record from OMol25 describes a 8-piece molecular cluster, C50H70FNO19S2 overall in a non-equilibrium geometry. The level of theory is the ωB97M-V functional and the def2-TZVPD basis.

Results
energy = -4327.7422 Eh
structure (SMILES) = COCCCCCCc1cc(OC[C@@H](C)O)cc2c1Sc1cc(S(=O)(=O)F)ccc1N2.O=C1CCCO1.O=C1CCCO1.O=C1CCCO1.O=C1CCCO1.O=C1CCCO1.O=C1CCCO1.O=C1CCCO1
HOMO energy = -8.6 eV

Last column: Mulliken charge in e.
Atoms and positions in Å:
C 8.5870 1.4077 -0.6982  -0.523
O 8.7895 -0.0053 -0.9110  -0.436
C 7.6952 -0.7669 -0.3600  -0.592
C 6.4184 -0.5907 -1.2621  -0.299
C 5.2710 -1.6331 -0.9730  -0.345
C 4.1785 -1.0961 0.0644  -0.868
C 2.7180 -1.5070 -0.3307  0.519
C 2.2961 -2.9803 0.1175  -1.233
C 0.7340 -2.9238 0.2809  0.086
C 0.0553 -2.6353 1.5388  -0.315
C -1.4149 -2.5631 1.5253  -0.624
O -2.1409 -2.2406 2.6905  -0.409
C -2.1817 -0.7785 2.6831  -0.359
C -3.6410 -0.2076 2.4106  0.509
C -3.6241 1.1323 1.5456  -1.052
O -4.5192 -1.1899 1.8441  -0.237
C -2.2239 -2.7847 0.3205  0.280
C -1.5406 -3.0761 -0.9305  -0.968
C -0.0589 -3.1355 -0.9243  0.113
S 0.6955 -3.4542 -2.5695  -0.392
C -0.3962 -2.4357 -3.6289  0.717
C 0.1285 -1.6408 -4.7216  -0.610
C -0.8398 -0.8335 -5.4748  0.182
S -0.1414 0.1982 -6.8046  1.318
O 1.1462 -0.3001 -7.2343  -0.602
O -1.0955 0.4648 -7.8538  -0.600
F 0.1703 1.6396 -6.0446  -0.219
C -2.2527 -0.8709 -5.1451  -0.544
C -2.7779 -1.6803 -4.0452  -0.711
C -1.8366 -2.4760 -3.2515  -0.120
N -2.2956 -3.2984 -2.1558  0.242
H 8.0461 1.8106 -1.6010  0.121
H 9.5779 1.9217 -0.5533  0.263
H 7.9103 1.5749 0.1915  0.305
H 8.0565 -1.8354 -0.3460  0.330
H 7.5115 -0.4606 0.7148  0.320
H 6.7558 -0.7765 -2.3253  0.226
H 6.0562 0.4718 -1.2286  0.114
H 5.7189 -2.5474 -0.4902  0.261
H 4.7320 -1.8610 -1.9294  0.334
H 4.2211 0.0318 -0.0253  0.273
H 4.4447 -1.3193 1.1330  0.415
H 2.5572 -1.4678 -1.4447  0.098
H 1.9657 -0.8151 0.1466  -0.040
H 2.8185 -3.3470 1.0355  0.511
H 2.6040 -3.6630 -0.7231  0.308
H 0.6334 -2.4696 2.4740  0.473
H -1.8481 -0.3393 3.6582  0.153
H -1.5093 -0.3422 1.8935  0.277
H -4.0335 0.1189 3.4216  -0.046
H -2.5842 1.5439 1.5193  -0.032
H -3.9307 0.9395 0.4820  0.453
H -4.3327 1.8955 1.9664  0.273
H -5.0017 -0.7646 1.1117  0.270
H -3.3384 -2.7298 0.3193  0.714
H 1.2214 -1.6586 -4.9572  0.388
H -2.9810 -0.2606 -5.7230  0.392
H -3.8631 -1.7059 -3.8058  0.455
H -2.2412 -4.2920 -2.4014  0.439
O -1.7041 2.0788 3.9074  -0.554
C -0.8133 2.6785 3.3677  0.499
C -0.4241 4.1149 3.6156  -0.746
C 0.4545 4.4190 2.4137  -0.092
C 1.0397 3.0612 2.0877  -0.189
O 0.0229 2.1151 2.4571  -0.188
H 0.1322 4.1756 4.5535  0.302
H -1.3014 4.7583 3.6477  0.345
H 1.2115 5.1792 2.6040  0.516
H -0.1658 4.7639 1.5843  -0.188
H 1.9420 2.8458 2.6663  0.247
H 1.2690 2.9569 1.0270  -0.029
O -7.8237 -5.5395 5.2782  -0.606
C -6.9569 -5.1456 4.5472  0.393
C -5.9272 -6.0036 3.8479  -0.488
C -4.8963 -4.9764 3.4128  0.307
C -5.7371 -3.7315 3.2293  0.347
O -6.7951 -3.8447 4.2011  -0.404
H -6.3963 -6.4975 2.9936  0.216
H -5.5033 -6.7382 4.5302  0.356
H -4.3441 -5.2601 2.5167  -0.114
H -4.1729 -4.8194 4.2185  0.242
H -6.1819 -3.6735 2.2358  -0.019
H -5.1659 -2.8244 3.4120  -0.170
O -1.3493 6.9482 0.9952  -0.579
C -1.1188 6.9236 -0.1817  0.571
C -1.9816 7.5172 -1.2688  -0.454
C -1.4241 6.8551 -2.5176  -0.540
C 0.0222 6.6131 -2.1372  -0.098
O 0.0051 6.3788 -0.7195  -0.325
H -1.8397 8.5996 -1.2833  0.266
H -3.0300 7.2700 -1.1143  0.313
H -1.5367 7.4542 -3.4209  0.380
H -1.9292 5.8994 -2.6826  0.245
H 0.6564 7.4799 -2.3389  0.292
H 0.4403 5.7452 -2.6463  0.007
O 3.8893 1.7200 -2.1426  -0.593
C 2.7049 1.8216 -2.3137  -0.001
C 2.0256 2.7443 -3.2945  -0.093
C 0.5894 2.7341 -2.8010  -0.148
C 0.4728 1.3605 -2.1734  0.460
O 1.7828 1.0691 -1.6590  -0.043
H 2.1140 2.3239 -4.2986  0.248
H 2.4593 3.7423 -3.2570  0.208
H -0.1468 2.9136 -3.5854  0.472
H 0.4593 3.5042 -2.0343  -0.190
H 0.2055 0.5902 -2.9027  -0.703
H -0.2524 1.3419 -1.3592  0.332
O 4.5649 5.3046 -4.4103  -0.578
C 5.7243 5.3403 -4.1068  0.528
C 6.6242 4.1449 -3.9069  -0.009
C 7.8051 4.7543 -3.1713  -0.454
C 7.8047 6.1799 -3.6847  -0.518
O 6.4256 6.4911 -3.9340  -0.370
H 6.9115 3.7495 -4.8833  0.306
H 6.1296 3.3777 -3.3127  -0.101
H 8.7475 4.2344 -3.3445  0.360
H 7.6101 4.7475 -2.0955  0.249
H 8.3599 6.2851 -4.6206  0.263
H 8.2105 6.8790 -2.9540  0.326
O -5.6640 -3.8135 0.0035  -0.637
C -5.1304 -4.8343 -0.3290  0.643
C -5.4174 -5.6133 -1.5886  -0.462
C -4.7720 -6.9542 -1.2895  -0.622
C -3.6468 -6.5687 -0.3521  -0.321
O -4.1330 -5.4317 0.3790  -0.350
H -4.9411 -5.1101 -2.4330  0.186
H -6.4888 -5.7087 -1.7537  0.352
H -4.4294 -7.4855 -2.1775  0.333
H -5.4857 -7.5971 -0.7677  0.327
H -2.7402 -6.2747 -0.8894  0.151
H -3.4005 -7.3708 0.3432  0.378
O -1.5792 -3.3708 8.7685  -0.578
C -1.8652 -2.4374 8.0742  0.493
C -3.1288 -2.2889 7.2599  -0.390
C -2.7675 -1.1554 6.3168  0.288
C -1.7705 -0.3585 7.1311  -0.451
O -1.0910 -1.3257 7.9458  -0.381
H -3.9514 -2.0197 7.9255  0.309
H -3.3569 -3.2062 6.7205  0.090
H -3.6251 -0.5663 5.9903  0.470
H -2.2793 -1.5610 5.4269  -0.279
H -2.2560 0.3696 7.7865  0.260
H -1.0488 0.1613 6.5008  0.225